No. 1
Here is C34H53N13OPdSTe as an isolated structure from the Open Molecules 2025 dataset. Energies are from ωB97M-V/def2-TZVPD.

Last column: Löwdin charge in e.
Cartesian coordinates (Å):
Pd: 0.447 -0.748 0.719  0.489
C: 4.389 0.123 -3.053  -0.035
N: 3.230 0.597 -2.312  -0.161
C: 3.140 2.029 -2.142  -0.022
C: 2.418 -0.284 -1.652  -0.352
N: 2.077 -0.135 -0.386  0.019
C: 2.751 0.814 0.447  -0.242
C: 4.112 0.739 0.582  -0.045
C: 4.815 1.594 1.450  -0.046
C: 4.136 2.500 2.209  -0.020
C: 2.727 2.605 2.115  -0.164
C: 2.032 3.543 2.923  -0.025
C: 0.673 3.642 2.871  -0.073
C: -0.058 2.828 1.982  -0.039
C: 0.584 1.958 1.147  -0.280
N: -0.141 1.187 0.203  0.019
C: -0.770 1.728 -0.820  -0.334
N: -0.819 3.058 -1.111  -0.118
C: 0.143 4.084 -0.728  -0.030
C: -2.031 3.635 -1.691  -0.034
N: -1.472 0.930 -1.673  -0.149
C: -1.466 1.172 -3.109  -0.036
C: -1.997 -0.355 -1.276  -0.078
C: 2.008 1.777 1.215  -0.083
N: 1.966 -1.321 -2.397  -0.119
C: 1.640 -2.619 -1.840  -0.059
C: 1.914 -1.241 -3.855  -0.034
H: 4.354 0.439 -4.098  0.100
H: 4.448 -0.962 -3.015  0.095
H: 5.297 0.531 -2.601  0.100
H: 3.180 2.503 -3.125  0.106
H: 3.948 2.433 -1.525  0.100
H: 2.189 2.274 -1.685  0.074
H: 4.654 -0.003 0.009  0.121
H: 5.891 1.514 1.522  0.117
H: 4.661 3.151 2.897  0.124
H: 2.608 4.179 3.584  0.123
H: 0.149 4.362 3.487  0.115
H: -1.136 2.910 1.924  0.131
H: 1.060 3.666 -0.338  0.073
H: -0.275 4.742 0.036  0.100
H: 0.375 4.683 -1.611  0.106
H: -2.835 2.906 -1.706  0.094
H: -1.857 4.002 -2.704  0.099
H: -2.342 4.479 -1.073  0.101
H: -0.803 1.997 -3.353  0.093
H: -2.466 1.397 -3.487  0.099
H: -1.103 0.275 -3.617  0.090
H: -2.163 -0.371 -0.202  0.019
H: -1.321 -1.174 -1.555  0.081
H: -2.948 -0.519 -1.786  0.100
H: 1.131 -2.524 -0.884  -0.011
H: 2.538 -3.228 -1.707  0.097
H: 0.977 -3.144 -2.525  0.103
H: 1.925 -0.205 -4.177  0.096
H: 0.987 -1.704 -4.192  0.093
H: 2.746 -1.768 -4.327  0.097
C: -4.735 -6.130 3.795  -0.091
C: -4.059 -4.765 3.783  -0.235
C: -3.841 -4.281 2.358  -0.167
N: -3.220 -2.950 2.372  0.049
C: -2.235 -2.489 1.629  -0.743
S: -1.402 -1.076 2.142  0.663
N: -1.814 -3.126 0.506  0.099
C: -2.418 -3.972 -0.474  -0.384
O: -1.661 -4.617 -1.153  0.125
C: -3.881 -3.918 -0.672  -0.178
C: -4.613 -2.755 -0.440  -0.049
C: -5.977 -2.743 -0.683  -0.052
C: -6.608 -3.892 -1.144  -0.046
C: -5.876 -5.048 -1.386  -0.041
C: -4.509 -5.059 -1.163  -0.002
H: -4.893 -6.473 4.816  0.082
H: -4.125 -6.877 3.284  0.081
H: -5.707 -6.093 3.301  0.082
H: -3.099 -4.809 4.302  0.118
H: -4.681 -4.040 4.316  0.118
H: -4.787 -4.242 1.815  0.123
H: -3.176 -4.962 1.823  0.133
H: -3.444 -2.376 3.175  0.139
H: -0.888 -2.835 0.213  0.038
H: -4.126 -1.856 -0.085  0.100
H: -6.549 -1.841 -0.516  0.114
H: -7.674 -3.883 -1.325  0.117
H: -6.370 -5.936 -1.754  0.118
H: -3.920 -5.945 -1.360  0.129
N: 0.636 1.532 5.967  0.149
N: 1.514 0.779 5.207  -0.279
N: 2.746 0.520 5.576  0.144
C: 3.145 -0.276 4.595  -0.195
N: 2.188 -0.456 3.673  -0.055
N: 1.139 0.218 4.096  0.073
H: 1.121 1.758 6.829  0.107
H: 0.429 2.383 5.452  0.084
H: 4.127 -0.714 4.556  0.114
C: 1.307 -4.550 0.720  -0.375
Te: 1.513 -2.805 1.941  1.361
C: 3.566 -2.589 1.482  -0.374
H: 2.055 -4.541 -0.066  0.004
H: 0.312 -4.616 0.284  -0.017
H: 1.473 -5.409 1.367  0.018
H: 4.083 -3.478 1.835  0.025
H: 3.926 -1.702 1.992  -0.015
H: 3.681 -2.481 0.407  0.001

Force components x, y, z for each atom (eV/Å):
Pd -0.110 -0.148 -0.177
C 0.010 -0.010 -0.045
N -0.109 -0.069 0.038
C 0.064 0.097 0.003
C 0.111 0.078 0.012
N -0.008 0.153 0.196
C 0.035 -0.035 0.020
C -0.007 -0.020 0.019
C 0.011 0.008 0.034
C 0.015 -0.002 0.000
C -0.004 -0.009 0.015
C 0.005 -0.015 0.016
C -0.017 -0.029 0.011
C 0.007 -0.046 0.096
C 0.015 -0.088 0.068
N 0.071 -0.003 -0.089
C -0.065 0.049 0.098
N 0.013 -0.063 0.008
C 0.070 0.013 -0.129
C -0.030 0.017 0.006
N -0.084 0.018 -0.050
C 0.033 -0.021 -0.018
C 0.008 0.009 -0.043
C -0.020 -0.040 0.010
N -0.101 -0.080 -0.096
C 0.020 0.012 -0.047
C 0.010 -0.015 0.030
H -0.005 0.001 0.008
H 0.009 0.016 0.009
H -0.005 0.004 -0.001
H 0.015 -0.011 0.007
H -0.024 -0.002 -0.011
H -0.139 0.104 0.086
H -0.002 -0.008 0.009
H -0.002 0.002 0.000
H -0.002 -0.002 -0.001
H -0.009 -0.008 -0.002
H 0.006 0.001 0.004
H -0.001 0.000 -0.003
H 0.114 -0.030 -0.087
H -0.005 -0.008 -0.007
H -0.015 -0.001 0.000
H -0.001 0.024 0.008
H -0.001 0.002 0.006
H 0.006 0.001 -0.001
H -0.003 -0.009 -0.009
H 0.003 -0.003 0.002
H 0.005 -0.001 -0.001
H -0.043 0.022 -0.083
H 0.016 -0.016 0.005
H 0.011 0.010 -0.027
H 0.053 0.042 -0.066
H -0.001 0.007 -0.024
H -0.019 -0.018 0.000
H 0.013 0.003 0.008
H -0.008 -0.005 0.003
H -0.013 -0.003 -0.014
C 0.001 0.001 -0.001
C 0.002 -0.002 0.003
C 0.006 -0.004 0.009
N -0.004 0.012 -0.003
C 0.058 -0.024 0.018
S 0.029 0.050 0.180
N -0.032 0.038 -0.036
C -0.046 0.072 0.011
O 0.005 -0.034 -0.029
C -0.003 -0.009 -0.006
C -0.003 0.000 0.010
C 0.006 0.000 -0.003
C 0.001 -0.001 0.001
C 0.000 -0.006 -0.001
C 0.005 0.005 -0.004
H 0.000 0.001 0.000
H 0.000 -0.001 0.001
H -0.001 0.000 -0.001
H -0.001 0.001 -0.001
H 0.000 0.000 0.000
H 0.000 0.002 0.002
H -0.002 -0.002 0.003
H -0.002 0.006 0.000
H -0.029 0.027 -0.006
H -0.015 -0.016 0.003
H 0.000 0.001 0.001
H 0.000 0.000 0.001
H 0.000 0.000 0.000
H 0.000 -0.001 0.001
N -0.012 0.028 -0.076
N 0.005 0.016 0.003
N 0.015 -0.021 -0.008
C 0.028 0.105 0.008
N 0.060 -0.019 0.024
N -0.042 -0.051 -0.086
H -0.009 -0.013 0.005
H 0.018 0.030 0.024
H 0.000 -0.003 -0.009
C 0.008 -0.047 0.031
Te 0.004 0.029 0.114
C -0.010 -0.005 -0.032
H -0.010 -0.026 0.030
H 0.072 -0.044 -0.003
H 0.001 0.005 0.016
H 0.003 0.006 0.005
H -0.009 0.017 0.004
H 0.006 0.002 -0.004

Summary:
2S+1	1
energy relative to the best compared isomer or geometry (same formula, charge and spin)	0.0	kcal per mole
total charge	+2
gap between HOMO and LUMO	0.265	Eh

No. 2
Here is C12H24F6NiO8 as an isolated structure at a distorted geometry from the Open Molecules 2025 dataset. Energies are from ωB97M-V/def2-TZVPD.

Last column: natural (NBO) charge in e.
Cartesian coordinates (Å):
Ni: 0.559 0.076 -0.744  1.587
C: -0.187 -1.090 2.310  0.247
O: 0.426 -0.488 3.360  -0.467
O: -0.078 -0.100 1.257  -0.331
C: 0.249 -2.604 2.051  0.931
F: 0.405 -3.512 3.048  -0.306
F: -0.446 -3.128 1.079  -0.299
F: 1.442 -2.676 1.581  -0.321
C: -0.079 -0.961 4.617  -0.112
C: 1.071 -0.682 5.555  -0.647
H: 2.052 -0.599 5.087  0.238
H: 0.946 0.131 6.270  0.235
H: 1.253 -1.598 6.118  0.225
H: -0.406 -1.978 4.838  0.219
H: -0.946 -0.323 4.784  0.190
H: -1.233 -1.152 2.611  0.224
C: -0.868 -0.739 -3.017  0.307
O: -1.453 -0.576 -1.734  -0.610
O: 0.345 0.014 -2.783  -0.906
C: -0.872 -2.205 -3.675  0.932
F: -0.322 -2.238 -4.911  -0.313
F: -0.006 -3.016 -2.983  -0.343
F: -2.051 -2.871 -3.836  -0.314
C: -2.907 -0.491 -1.607  -0.086
C: -3.212 -0.458 -0.138  -0.633
H: -4.284 -0.411 0.053  0.238
H: -2.745 -1.392 0.178  0.207
H: -2.844 0.317 0.534  0.197
H: -3.487 -1.297 -2.056  0.213
H: -3.394 0.440 -1.897  0.184
H: -1.578 -0.110 -3.554  0.157
C: 3.412 0.640 -0.717  -0.111
C: 3.347 -0.851 -0.285  -0.101
O: 2.235 -1.476 -0.879  -0.749
O: 2.118 1.244 -0.460  -0.786
H: 3.528 0.739 -1.797  0.218
H: 4.293 0.998 -0.185  0.214
H: 3.376 -0.890 0.804  0.180
H: 4.208 -1.384 -0.687  0.205
H: 2.489 -2.399 -0.945  0.521
H: 2.331 1.980 0.119  0.527
C: -0.412 4.318 -1.755  -0.079
C: -0.963 2.930 -1.919  -0.093
O: -0.633 2.215 -0.700  -0.769
O: -0.563 5.240 -2.828  -0.712
H: 0.674 4.238 -1.714  0.166
H: -0.837 4.704 -0.829  0.159
H: -0.532 2.342 -2.729  0.223
H: -2.045 2.869 -2.035  0.176
H: -1.419 2.286 -0.154  0.489
H: 0.041 5.974 -2.699  0.480

Force components x, y, z for each atom (eV/Å):
Ni -1.855 -0.392 -2.100
C -0.633 0.681 -0.054
O 0.806 -1.497 -0.647
O 0.059 -2.238 0.921
C 1.348 -0.687 -0.329
F -2.324 1.031 1.114
F -2.645 -0.307 -0.501
F 4.192 1.779 -1.577
C 0.290 1.999 1.604
C 0.642 -0.835 1.418
H -0.325 0.488 -0.583
H -0.128 0.018 -0.255
H -0.240 0.072 0.526
H 0.191 -0.385 -1.524
H -0.103 0.021 0.450
H -0.865 0.031 -0.848
C 0.550 3.337 0.368
O -1.711 -1.690 1.413
O -0.952 -2.412 -0.271
C 2.197 -1.286 -0.345
F -0.512 1.259 0.359
F -1.047 0.413 0.559
F 0.624 1.303 1.096
C -0.206 1.243 1.001
C 0.208 -1.405 0.933
H -0.065 -0.578 -0.190
H -0.540 -0.241 0.908
H 0.628 0.493 -0.683
H 0.632 -0.263 -0.187
H 0.911 0.409 -1.412
H 0.346 -0.263 -1.471
C -0.055 -2.442 -0.903
C 0.995 1.153 -0.811
O -0.746 0.539 0.445
O 1.724 0.405 0.773
H 0.348 -0.166 0.081
H -0.505 0.950 0.123
H -0.356 -0.247 0.159
H 0.473 0.393 0.280
H -0.828 -0.329 -0.239
H -0.948 0.338 0.245
C 1.228 0.982 -0.298
C -0.257 -0.842 -0.735
O 0.196 -0.382 0.105
O -1.244 -0.605 -0.356
H 0.134 -0.519 0.982
H 0.147 0.258 0.188
H 0.190 0.253 -0.072
H -0.082 0.388 -0.126
H 0.110 -0.158 0.360
H 0.003 -0.064 0.104

Summary:
2S+1	4
<S²>	3.759
energy relative to the best compared isomer or geometry (same formula, charge and spin)	7.2	kcal per mole
total charge	+1
gap between HOMO and LUMO (spin up / spin down)	0.357 / 0.181	Eh

No. 3
Here is a 2-piece molecular cluster, C14H16 overall at a distorted geometry from the Open Molecules 2025 dataset. Energies are from ωB97M-V/def2-TZVPD.

Last column: natural (NBO) charge in e.
Cartesian coordinates (Å):
C: 2.016 -0.961 -4.357  -0.639
C: 1.764 -1.640 -3.009  0.011
C: 0.989 -0.999 -2.036  -0.234
C: 0.805 -1.547 -0.779  -0.202
C: 1.451 -2.735 -0.431  -0.225
C: 2.209 -3.350 -1.414  -0.202
C: 2.430 -2.835 -2.681  -0.230
H: 2.185 0.109 -4.249  0.222
H: 0.981 -0.939 -4.751  0.221
H: 2.691 -1.484 -5.009  0.220
H: 0.644 0.016 -2.218  0.207
H: 0.153 -1.182 0.011  0.216
H: 1.530 -3.126 0.570  0.217
H: 2.729 -4.293 -1.314  0.207
H: 2.920 -3.321 -3.509  0.210
C: -2.761 1.339 0.504  -0.639
C: -2.026 1.746 1.763  -0.016
C: -2.756 2.182 2.845  -0.212
C: -2.068 2.534 4.006  -0.204
C: -0.742 2.311 4.164  -0.225
C: -0.015 1.702 3.094  -0.195
C: -0.665 1.445 1.905  -0.219
H: -3.259 2.236 0.119  0.216
H: -3.477 0.514 0.521  0.226
H: -2.083 0.935 -0.261  0.212
H: -3.780 2.486 2.653  0.210
H: -2.706 3.044 4.732  0.210
H: -0.131 2.761 4.934  0.215
H: 1.061 1.785 3.190  0.212
H: -0.088 1.267 1.007  0.208

Force components x, y, z for each atom (eV/Å):
C -2.576 0.116 1.113
C 1.528 0.504 0.130
C 0.205 0.286 -0.064
C 0.029 -1.042 0.957
C 0.759 0.123 -1.051
C 1.158 -1.090 -0.780
C -2.205 1.552 -0.325
H 0.743 -0.094 0.078
H 0.556 -0.241 -0.720
H 0.275 -0.028 -0.192
H -0.362 -0.202 -0.204
H 0.107 0.780 -0.392
H -0.633 -0.043 0.166
H -0.100 -0.181 0.944
H 0.496 -0.422 0.361
C 0.511 0.372 -1.036
C -0.521 -2.395 -0.208
C 0.846 0.803 -0.478
C -2.321 0.506 0.476
C 1.839 -0.573 -1.306
C -0.667 1.676 0.913
C 0.224 0.796 -0.092
H -0.105 -0.308 -0.289
H -0.233 0.268 0.953
H 0.217 0.631 0.079
H -0.090 -0.266 0.462
H 0.611 -0.078 0.258
H -0.364 -0.245 0.490
H 0.050 -0.667 -0.249
H 0.023 -0.537 0.006

Summary:
2S+1	1
energy relative to the best compared isomer or geometry (same formula, charge and spin)	28.5	kcal per mole
SMILES	Cc1ccccc1.Cc1ccccc1
gap between HOMO and LUMO	0.361	Eh

No. 4
Here is an isolated ion of composition C2H7N4 and charge +1 at a distorted geometry from the Open Molecules 2025 dataset. Energies are from ωB97M-V/def2-TZVPD.

Last column: natural (NBO) charge in e.
Cartesian coordinates (Å):
C: -1.734 0.929 -0.391  -0.442
N: -0.532 0.323 -0.116  0.019
N: -0.662 -1.049 0.134  0.148
N: 0.502 -1.554 0.204  -0.301
C: 1.643 -0.552 0.148  -0.090
N: 0.787 0.695 -0.005  -0.437
H: -2.066 1.827 0.300  0.248
H: -2.428 0.142 -0.317  0.264
H: -1.782 1.360 -1.464  0.249
H: 0.627 -2.411 0.631  0.433
H: 2.289 -0.631 1.110  0.240
H: 2.326 -0.594 -0.805  0.243
H: 1.028 1.514 0.573  0.427

Force components x, y, z for each atom (eV/Å):
C -2.266 5.147 -1.498
N 1.867 -7.390 2.533
N 0.194 4.487 -1.160
N 1.696 3.093 -0.730
C 0.220 0.869 -0.532
N 1.516 0.184 -0.124
H 1.023 -1.879 -1.011
H -1.109 -0.617 0.079
H 0.271 -0.748 1.599
H -0.088 -2.303 0.773
H -1.171 0.450 -1.591
H -1.397 -0.635 1.837
H -0.756 -0.658 -0.174

Summary:
2S+1	1
energy relative to the best compared isomer or geometry (same formula, charge and spin)	115.9	kcal per mole
total charge	+1
SMILES	C[N+]1=NNCN1
gap between HOMO and LUMO (spin up / spin down)	0.317 / 0.317	Eh